## A
This record from OMol25 describes the molecule C4H11N2O. The level of theory is wB97M-V/def2-TZVPD.

```
! RIJCOSX wB97M-V def2-TZVPD def2/J DEFGRID3
* xyz 0 2
O 0.3015 -2.0486 -0.9257
C -0.8441 -1.5048 -0.9571
C -1.1094 -0.2442 -0.1890
C -0.4005 1.0698 -0.5555
C 1.0306 1.2539 -0.1120
N 1.5605 -0.0352 0.4170
N -0.6478 -0.5968 1.2846
H -1.6771 -2.0083 -1.4923
H -2.1486 0.1254 -0.2040
H -0.9799 1.9352 -0.1766
H -0.6146 1.1922 -1.6238
H 1.1235 2.0678 0.6143
H 1.6426 1.5282 -0.9830
H 0.8027 -0.4770 1.0200
H 2.3861 0.1232 0.9915
H 1.7716 -0.6988 -0.3388
H -0.8681 -1.5832 1.3800
H -1.3291 -0.0989 1.8502
*
```

Output
HOMO energy (spin up / spin down): -4.13 / -7.66 eV
Expectation value of S²: 0.75


## B
This record from OMol25 describes a cluster of 2 separate species, C4H11N2O in total. The level of theory is wB97M-V/def2-TZVPD.

```
! RIJCOSX wB97M-V def2-TZVPD def2/J DEFGRID3
* xyz 0 2
C 1.3577 0.5427 -1.2617
C 1.8714 -0.6948 -1.9814
N 1.6913 -1.8858 -1.2881
O 2.4044 -0.6431 -3.0640
H 0.9013 0.2733 -0.3136
H 0.6233 0.9962 -1.9225
H 2.1904 1.2228 -1.1022
H 2.2202 -2.6447 -1.7060
H 1.8739 -1.8323 -0.2954
C -1.7220 0.3769 2.5447
C -1.8007 0.9578 0.1287
N -1.5630 0.0597 1.1388
H -0.7432 0.5471 3.0012
H -2.2284 -0.4387 3.0608
H -2.3375 1.2683 2.6302
H -2.3541 1.8544 0.3525
H -1.3599 0.7981 -0.8359
H -1.0251 -0.7581 0.9138
*
```

Output
HOMO energy (spin up / spin down): -6.05 / -9.89 eV
Expectation value of S²: 0.75


## C
This record from OMol25 describes a cluster of 2 separate species, C4H11N2O in total. The level of theory is wB97M-V/def2-TZVPD.

```
! RIJCOSX wB97M-V def2-TZVPD def2/J DEFGRID3
* xyz 0 2
C -1.8268 1.3226 0.8365
N 2.4079 -0.2250 0.7889
C 2.2081 -0.6157 -0.5527
O 3.3570 -0.0532 -1.3137
C -1.5466 0.2748 -0.1613
C -1.2104 -0.9187 0.7411
N -2.1248 -0.1439 -1.3911
H -2.5273 2.1157 0.6007
H -0.9950 1.6339 1.4543
H 1.6727 0.4344 1.0464
H 2.3360 -1.6827 -0.7326
H 1.3483 -0.1768 -1.0615
H -0.6775 0.5259 -0.8507
H -0.4915 -0.5754 1.4871
H -0.7186 -1.6776 0.1303
H -2.0695 -1.3243 1.2626
H 3.7167 0.5521 -0.6465
H -2.8587 0.5340 -1.6379
*
```

Output
HOMO energy (spin up / spin down): -9.51 / -9.03 eV
Expectation value of S²: 1.63


According to the calculations, the structures order from most to least stable as B, A, C.


## A
This record from OMol25 describes the molecule C4H11N2O. The level of theory is wB97M-V/def2-TZVPD.

```
! RIJCOSX wB97M-V def2-TZVPD def2/J DEFGRID3
* xyz 0 2
C -1.9962 -0.2284 0.6596
O -2.8808 -1.1026 0.1374
C -0.6520 -0.2346 -0.1112
C 0.3957 0.5582 0.6699
C 1.7746 0.5544 -0.0083
N 2.3300 -0.7369 -0.3776
N -0.7691 0.2503 -1.4845
H -1.7597 -0.5709 1.6752
H -2.3823 0.7960 0.7583
H -0.3463 -1.2804 -0.1342
H 0.0545 1.5948 0.7650
H 0.4966 0.0417 1.6255
H 1.7083 1.1398 -0.9269
H 2.4877 1.0423 0.6464
H 1.6678 -1.2963 -0.9065
H 2.5865 -1.2889 0.4334
H -1.4210 -0.3630 -1.9684
H -1.2943 1.1244 -1.4532
*
```

Output
HOMO energy (spin up / spin down): -9.21 / -9.21 eV
Expectation value of S²: 0.75


## B
This record from OMol25 describes the molecule C4H11N2O. The level of theory is wB97M-V/def2-TZVPD.

```
! RIJCOSX wB97M-V def2-TZVPD def2/J DEFGRID3
* xyz 0 2
O 1.9104 0.0583 1.7520
C 1.2455 0.7056 0.9889
N 1.1502 2.0627 0.9832
C 0.4604 0.0481 -0.1612
N 0.9630 -1.3978 -0.1784
C -1.8724 -0.5746 -1.0006
C -1.0750 0.0966 0.0946
H 0.7578 2.6551 0.2727
H 1.4612 2.6014 1.7814
H 0.7023 0.4543 -1.1445
H 0.1793 -2.0067 -0.5610
H 1.1676 -1.6788 0.7923
H 1.7883 -1.5556 -0.7887
H -1.6709 -1.6351 -1.2083
H -1.7298 -0.0842 -1.9700
H -2.9394 -0.4533 -0.8133
H -1.3209 1.1579 0.1251
H -1.1775 -0.4538 1.0358
*
```

Output
HOMO energy (spin up / spin down): -3.26 / -10.91 eV
Expectation value of S²: 0.75


According to the calculations, the structures order from most to least stable as A, B.


## A
This record from OMol25 describes a structure of composition C49H38Cl3N4O2PS5Sc. The level of theory is wB97M-V/def2-TZVPD.

```
! RIJCOSX wB97M-V def2-TZVPD def2/J DEFGRID3
* xyz 1 1
Sc 0.4673 -0.2641 0.4902
N 0.5997 -0.2712 5.0093
C 1.6865 -1.0011 5.5493
C 1.6430 -1.4171 6.8665
C 2.7152 -2.1122 7.4101
C 3.8224 -2.3889 6.6259
C 3.8500 -1.9796 5.2989
C 2.7843 -1.2823 4.7525
S 2.8898 -0.7821 3.0605
N 1.3184 -0.1580 2.7635
C 0.4672 0.0489 3.7009
C -0.8003 0.7521 3.3095
C -1.7367 1.2176 4.2149
C -2.8910 1.8156 3.7282
C -3.0679 1.9310 2.3620
C -2.0665 1.4621 1.5258
N -0.9545 0.8991 1.9931
H -0.1888 -0.1264 5.6147
H 0.7730 -1.1971 7.4735
H 2.6790 -2.4323 8.4413
H 4.6657 -2.9215 7.0413
H 4.7134 -2.2008 4.6838
H -1.5890 1.1390 5.2819
H -3.6410 2.1819 4.4158
H -3.9570 2.3716 1.9346
H -2.1578 1.5305 0.4507
O 1.1940 -2.1360 0.6844
N 2.2848 -2.6907 0.1780
C 2.3420 -4.0381 0.2042
C 3.4301 -4.6856 -0.3042
C 4.4718 -3.9182 -0.8408
C 4.3877 -2.5509 -0.8376
C 3.2635 -1.8903 -0.3088
S 3.0736 -0.1931 -0.2180
H 1.4783 -4.5123 0.6487
H 3.4646 -5.7635 -0.2783
H 5.3429 -4.4031 -1.2588
H 5.1775 -1.9340 -1.2401
Cl 1.6131 2.4018 1.0932
C 2.2054 3.2101 -0.3440
C 3.1543 4.1971 -0.1368
C 3.5754 4.9550 -1.2172
C 3.0255 4.7369 -2.4737
C 2.0885 3.7348 -2.6528
C 1.6809 2.9179 -1.5964
P 0.5285 1.5236 -1.8660
C -0.7055 2.2712 -2.9825
C -0.9429 1.8334 -4.2772
C -1.9231 2.4506 -5.0481
C -2.6645 3.4997 -4.5312
C -2.4282 3.9420 -3.2330
C -1.4580 3.3264 -2.4635
C 1.4269 0.4079 -3.0012
C 2.5799 0.7580 -3.6959
C 3.2099 -0.1607 -4.5189
C 2.6918 -1.4396 -4.6627
C 1.5393 -1.7947 -3.9791
C 0.9112 -0.8736 -3.1482
H 3.5347 4.3777 0.8579
H 4.3154 5.7293 -1.0705
H 3.3294 5.3449 -3.3145
H 1.6540 3.5773 -3.6336
H -0.3786 1.0090 -4.6923
H -2.1018 2.1073 -6.0579
H -3.4248 3.9754 -5.1356
H -2.9990 4.7654 -2.8236
H -1.2808 3.6730 -1.4506
H 3.0215 1.7393 -3.5765
H 4.1110 0.1218 -5.0465
H 3.1868 -2.1570 -5.3035
H 1.1193 -2.7814 -4.0872
H 0.0058 -1.1671 -2.6255
Cl -1.1248 4.6795 1.2500
C -0.5355 6.2943 0.8132
Cl 0.3372 6.2666 -0.7191
H 0.1410 6.6258 1.5922
H -1.3923 6.9523 0.7225
O -1.2177 -0.9420 0.0023
C -2.3133 -1.7228 -0.3099
C -3.4395 -0.8061 -0.7632
C -4.7127 -0.7222 -0.2888
C -5.4752 0.2996 -0.9279
C -4.7585 0.9664 -1.8736
S -3.1656 0.3558 -2.0018
C -2.7293 -2.4228 0.9706
C -3.4524 -3.5649 1.1243
C -3.7358 -3.8591 2.4897
C -3.2153 -2.9305 3.3368
S -2.3889 -1.7010 2.4865
C -1.9964 -2.7767 -1.3388
C -2.6055 -3.0082 -2.5340
C -2.0863 -4.1518 -3.2078
C -1.0982 -4.7620 -2.4991
S -0.7863 -3.9638 -1.0220
H -5.0929 -1.3620 0.4932
H -6.5048 0.5215 -0.6919
H -5.0787 1.7747 -2.5088
H -3.7728 -4.1734 0.2906
H -4.2849 -4.7276 2.8199
H -3.2632 -2.9108 4.4120
H -3.4117 -2.3998 -2.9152
H -2.4350 -4.4958 -4.1690
H -0.5411 -5.6447 -2.7654
*
```

Output
HOMO energy: -9.82 eV


## B
This record from OMol25 describes a structure of composition C49H38Cl3N4O2PS5Sc. The level of theory is wB97M-V/def2-TZVPD.

```
! RIJCOSX wB97M-V def2-TZVPD def2/J DEFGRID3
* xyz 1 1
Sc -0.0546 -0.3914 -0.4404
N -3.0153 -2.0902 2.4203
C -2.8049 -1.6549 3.7464
C -3.8478 -1.6856 4.6556
C -3.6403 -1.2852 5.9701
C -2.3909 -0.8541 6.3757
C -1.3441 -0.8093 5.4616
C -1.5572 -1.2041 4.1545
S -0.2231 -1.1204 2.9854
N -0.9881 -1.3494 1.4882
C -2.1767 -1.8391 1.3888
C -2.6633 -2.1354 0.0213
C -3.7051 -3.0144 -0.2324
C -4.1296 -3.1955 -1.5404
C -3.5241 -2.4595 -2.5420
C -2.4582 -1.6402 -2.2074
N -2.0160 -1.5024 -0.9630
H -3.9620 -2.3463 2.1954
H -4.8267 -2.0281 4.3421
H -4.4609 -1.3196 6.6727
H -2.2207 -0.5472 7.3983
H -0.3564 -0.4851 5.7666
H -4.1572 -3.5908 0.5628
H -4.9230 -3.8923 -1.7734
H -3.8585 -2.5240 -3.5670
H -1.9313 -1.0741 -2.9651
O -0.4288 0.7826 -1.9581
N -1.1805 1.8320 -2.2904
C -0.9051 2.4632 -3.4483
C -1.6131 3.5605 -3.8459
C -2.6378 4.0359 -3.0180
C -2.9121 3.3815 -1.8454
C -2.1875 2.2362 -1.4625
S -2.4962 1.3412 -0.0623
H -0.1003 2.0312 -4.0196
H -1.3664 4.0398 -4.7803
H -3.2091 4.9049 -3.3131
H -3.6879 3.7181 -1.1744
Cl 2.5092 -0.2749 0.9764
C 2.6572 0.6278 2.4487
C 3.6623 0.3484 3.3548
C 3.7312 1.1011 4.5169
C 2.8295 2.1315 4.7352
C 1.8365 2.4060 3.8069
C 1.7179 1.6321 2.6560
P 0.3949 1.7856 1.3769
C 1.2752 3.0392 0.3560
C 1.8528 2.6394 -0.8494
C 2.5949 3.5387 -1.6010
C 2.7681 4.8392 -1.1549
C 2.2103 5.2387 0.0516
C 1.4738 4.3431 0.8085
C -0.8541 2.7226 2.3278
C -1.2051 2.2466 3.5905
C -2.2035 2.8621 4.3280
C -2.8794 3.9515 3.7998
C -2.5529 4.4156 2.5345
C -1.5519 3.8039 1.7972
H 4.3794 -0.4376 3.1618
H 4.4979 0.8820 5.2470
H 2.8963 2.7193 5.6408
H 1.1438 3.2162 3.9834
H 1.7315 1.6241 -1.2075
H 3.0460 3.2176 -2.5310
H 3.3464 5.5401 -1.7417
H 2.3601 6.2485 0.4099
H 1.0537 4.6529 1.7569
H -0.6792 1.4016 4.0067
H -2.4399 2.4910 5.3171
H -3.6608 4.4331 4.3724
H -3.0821 5.2627 2.1179
H -1.3175 4.1679 0.8047
Cl 1.2620 -3.2881 1.1764
C 2.9599 -3.8079 1.1062
Cl 3.1929 -5.1653 0.0012
H 3.2498 -4.1213 2.1027
H 3.5486 -2.9726 0.7458
O 1.1654 -1.4040 -1.3954
C 1.5394 -2.0682 -2.5961
C 3.0392 -1.9551 -2.8570
C 3.7136 -2.2201 -4.0113
C 5.1090 -1.9819 -3.9118
C 5.4678 -1.5231 -2.6879
S 4.1141 -1.3809 -1.6436
C 0.8400 -1.4529 -3.8117
C -0.2187 -1.9285 -4.5249
C -0.5727 -1.0964 -5.6216
C 0.2375 -0.0131 -5.7304
S 1.4359 0.0148 -4.4995
C 1.1513 -3.5461 -2.5788
C 1.7361 -4.5922 -3.2200
C 1.0335 -5.8147 -3.0492
C -0.0813 -5.6720 -2.2926
S -0.2884 -4.0500 -1.7671
H 3.2270 -2.5588 -4.9143
H 5.8006 -2.1470 -4.7238
H 6.4469 -1.2585 -2.3259
H -0.7200 -2.8573 -4.2983
H -1.3861 -1.3246 -6.2939
H 0.2072 0.7695 -6.4708
H 2.6465 -4.5166 -3.7922
H 1.3559 -6.7519 -3.4765
H -0.7946 -6.4215 -1.9933
*
```

Output
HOMO energy: -9.85 eV


According to the calculations, the structures order from most to least stable as A, B.


## A
This record from OMol25 describes the molecule CH4N3P. The level of theory is wB97M-V/def2-TZVPD.

```
! RIJCOSX wB97M-V def2-TZVPD def2/J DEFGRID3
* xyz 0 1
C -1.2296 -0.0419 0.5261
N -0.4831 0.5091 1.5372
N 0.6229 1.0330 1.3428
N 1.3358 0.5066 0.3658
P 0.3123 -0.1271 -0.8568
H -1.3647 -1.0869 0.8442
H -2.1503 0.3971 0.3715
H 0.5532 0.5755 -2.0573
H 1.1362 -1.2507 -1.1309
*
```

Output
HOMO energy: -8.52 eV
SMILES string: C1N=NN=[PH2]1


## B
This record from OMol25 describes a cluster of 2 separate species, CH4N3P in total. The level of theory is wB97M-V/def2-TZVPD.

```
! RIJCOSX wB97M-V def2-TZVPD def2/J DEFGRID3
* xyz 0 1
C -0.4340 -0.1557 0.8460
N -1.2051 -1.2317 0.8472
N -2.2562 -1.1183 0.1854
N -2.3535 0.0727 -0.4299
P -1.0385 1.1005 -0.2432
H 0.5575 -0.4793 1.1124
H -3.1511 0.1383 -1.0882
H -0.8065 -0.2562 3.6719
H -0.4064 -0.8629 3.5249
*
```

Output
HOMO energy: -9.50 eV
SMILES string: c1nn[nH]p1.[H][H]


## C
This record from OMol25 describes the molecule CH4N3P. The level of theory is wB97M-V/def2-TZVPD.

```
! RIJCOSX wB97M-V def2-TZVPD def2/J DEFGRID3
* xyz 0 1
N -0.5342 -1.4297 2.4694
C -0.2867 -0.6641 1.6405
P -0.0778 0.8430 0.4307
N 1.4004 -0.1984 -0.3839
N -1.4477 0.4795 -0.5646
H 2.2948 0.1568 0.0264
H 1.3824 0.2037 -1.2678
H -1.4248 -0.4894 -0.9471
H -1.3063 1.0987 -1.4035
*
```

Output
HOMO energy: -9.93 eV
SMILES string: N#CP(N)N


According to the calculations, the structures order from most to least stable as C, B, A.